Entry 1:
Molecular formula: C21H21BN6SiSr
Method: DFT, ωB97M-V/def2-TZVPD

Energy relative to the best compared isomer or geometry (same formula, charge and spin) ... 2.46 kcal/mol
Molecular weight ... 484.0 Da
Spin multiplicity ... 1
E_tot ... -40450.8406 eV
HOMO level ... -6.85 eV

Structure (XYZ):
```
51
Properties=species:S:1:pos:R:3:forces:R:3:mulliken_charge:R:1
Sr -0.427997 -0.798527 -0.018297 0.006 0.082 0.052 1.835
C 2.846059 -4.365871 -0.184788 0.239 -0.139 -0.027 -0.916
C 2.508010 -3.094786 -0.652200 -0.272 -0.122 0.203 -0.352
N 1.347881 -2.705615 -0.125842 -0.216 0.292 -0.012 -0.757
N 0.925572 -3.703091 0.683174 0.062 -0.237 0.128 0.352
C 1.819708 -4.715649 0.665166 -0.070 0.352 -0.193 -0.111
B -0.365358 -3.715990 1.547390 -0.020 -0.427 0.539 0.379
N -0.366118 -2.647429 2.688173 0.006 -0.240 -0.201 0.296
C -0.336418 -2.925513 4.007410 -0.022 0.307 -0.210 -0.119
C -0.348618 -1.730289 4.695084 0.023 -0.006 0.263 -1.028
C -0.383124 -0.744958 3.706391 -0.016 -0.277 -0.123 -0.294
N -0.395700 -1.308424 2.500374 0.017 0.006 -0.286 -0.665
N -1.680120 -3.736856 0.717709 -0.039 -0.149 0.082 0.371
C -2.545696 -4.772945 0.711755 0.061 0.332 -0.180 -0.111
C -3.601707 -4.446543 -0.111164 -0.207 -0.156 0.004 -0.895
C -3.310171 -3.163165 -0.575029 0.222 -0.121 0.142 -0.396
N -2.149765 -2.743894 -0.074698 0.225 0.211 0.040 -0.764
H 3.717426 -4.952137 -0.421912 -0.015 0.047 -0.013 0.383
H 3.039800 -2.449953 -1.332593 0.007 0.004 -0.012 0.464
H 1.669103 -5.606900 1.248939 -0.062 0.031 0.021 0.413
H -0.344379 -4.770226 2.124635 0.002 0.003 -0.050 -0.194
H -0.309454 -3.940207 4.365113 -0.004 -0.016 -0.058 0.425
H -0.332459 -1.599444 5.763676 0.001 0.033 -0.040 0.379
H -0.400122 0.328188 3.805721 -0.002 0.012 -0.010 0.485
H -2.355390 -5.664099 1.284098 0.058 0.031 0.020 0.413
H -4.460312 -5.057039 -0.332987 0.009 0.054 -0.015 0.389
H -3.878229 -2.533642 -1.240591 0.011 0.020 -0.006 0.472
C -2.145250 4.433561 -4.237143 0.013 -0.013 -0.011 -0.395
C -1.218456 3.403740 -4.336831 -0.002 -0.004 0.030 -0.592
C -0.751289 2.781773 -3.187385 -0.071 0.075 0.089 -0.249
C -1.171897 3.176809 -1.910567 0.007 -0.031 -0.123 0.361
C -2.102116 4.216769 -1.839325 0.015 0.003 -0.029 -0.289
C -2.588531 4.835427 -2.985982 0.009 -0.009 0.021 -0.447
Si -0.486670 2.297635 -0.366552 -0.064 0.106 0.046 -0.124
C 1.275580 2.998792 -0.154575 0.108 -0.048 -0.054 0.363
C 1.591820 3.965593 0.802732 0.068 0.031 0.010 -0.313
C 2.889427 4.443511 0.952104 -0.021 -0.009 -0.009 -0.516
C 3.906520 3.971091 0.135749 -0.001 -0.020 -0.019 -0.365
C 3.620293 3.011560 -0.827006 -0.019 0.013 0.023 -0.649
C 2.324990 2.530264 -0.956658 -0.059 0.052 0.078 -0.112
H -2.517966 4.918294 -5.131264 0.000 -0.003 0.016 0.361
H -0.868775 3.086761 -5.312292 0.014 -0.018 0.018 0.353
H -0.037233 1.968323 -3.278384 0.009 -0.004 -0.052 0.173
H -2.445777 4.553861 -0.867399 -0.004 0.002 -0.019 0.309
H -3.309806 5.640002 -2.905339 0.003 -0.007 0.027 0.360
H -1.206916 3.019813 0.748616 0.005 -0.016 -0.067 -0.226
H 0.807349 4.359287 1.439878 0.007 -0.009 -0.011 0.294
H 3.108582 5.193917 1.702333 -0.023 -0.002 0.006 0.356
H 4.916351 4.346504 0.247098 -0.013 -0.002 0.003 0.371
H 4.410097 2.639518 -1.468815 -0.019 -0.013 -0.009 0.352
H 2.117235 1.772188 -1.707697 0.036 -0.001 -0.022 0.167
```
Forces are in eV/Å.

Entry 2:
Molecular formula: C21H21BrN2O11
Method: DFT, ωB97M-V/def2-TZVPD

Molecular weight ... 557.3 Da
Spin multiplicity ... 1
E_tot ... -117661.2448 eV
SMILES ... CCCOC[C@]1(Br)NC(=O)C[C@H]1N=C=O.O=C1C=C(O)C(=O)C=C1O.O=C1C=C(O)C(=O)C=C1O
HOMO level ... -9.86 eV

Structure (XYZ):
```
56
Properties=species:S:1:pos:R:3:forces:R:3:mulliken_charge:R:1
C -0.617285 3.265198 1.514154 0.701 -0.469 0.053 -1.014
C -0.566732 2.452419 0.207569 -0.715 0.896 -0.020 -0.026
C -0.718880 3.347406 -1.040347 0.465 -0.439 0.713 -0.777
O -1.557842 4.469567 -0.802427 -0.203 -0.512 -0.389 -0.321
C -2.828364 4.405192 -1.398155 -0.112 0.961 0.132 -0.767
C -3.918456 4.720611 -0.342848 0.595 -0.502 0.391 0.385
Br -5.319234 5.844870 -1.172165 -0.134 -0.381 -0.310 -0.055
N -3.467599 5.412616 0.855248 -0.564 -0.078 -0.540 -0.199
C -4.203220 4.945642 1.971818 -0.813 0.172 -0.244 0.395
O -4.007209 5.225842 3.119340 0.125 0.358 -0.085 -0.585
C -5.256023 3.978303 1.438745 0.059 -0.939 0.531 -0.889
C -4.441241 3.409131 0.278305 -0.964 1.352 0.130 0.029
N -5.143366 2.537647 -0.664012 0.876 -0.505 0.998 -0.504
C -5.328228 1.385747 -0.283430 -0.980 0.368 -0.573 0.655
O -5.667294 0.311289 -0.009383 0.414 -0.084 -0.001 -0.419
H -1.598845 3.259107 1.982490 -0.091 0.256 -0.110 0.150
H -0.271945 4.287104 1.375551 -0.208 0.099 -0.029 0.284
H 0.068606 2.798311 2.221538 -0.086 0.010 0.117 0.429
H -1.373549 1.714676 0.241092 0.169 -0.206 -0.121 0.155
H 0.389854 1.948620 0.140821 -0.046 -0.242 -0.112 0.269
H -1.067915 2.739296 -1.877614 -0.038 0.187 -0.169 0.327
H 0.279059 3.721743 -1.276826 -0.101 0.222 -0.170 0.436
H -3.061669 3.422495 -1.812378 0.067 -0.047 -0.041 0.379
H -2.888797 5.141621 -2.203145 0.034 -0.052 -0.042 0.344
H -3.500842 6.414067 0.710515 0.646 0.082 0.516 0.397
H -6.179473 4.450657 1.105980 0.236 0.404 -0.187 0.386
H -5.576923 3.256289 2.190783 0.385 -0.081 0.058 0.381
H -3.557485 3.000145 0.779478 0.134 -0.621 -0.651 0.137
O 1.016326 0.569195 1.817348 0.011 -0.281 0.265 -0.489
C 1.733264 -0.415326 1.865458 0.317 0.130 -0.223 0.943
C 3.020384 -0.510918 1.203714 -0.143 0.133 0.035 -0.989
C 3.732795 -1.641962 1.298662 0.101 0.342 -0.237 0.412
O 4.916606 -1.793010 0.718299 -0.096 -0.219 0.144 -0.607
C 3.234160 -2.831471 2.072061 -0.299 -0.139 0.211 1.096
O 3.933793 -3.828386 2.089030 0.149 0.058 -0.136 -0.678
C 1.956271 -2.728512 2.752309 0.126 -0.133 -0.012 -1.127
C 1.246800 -1.595827 2.661210 -0.134 -0.249 0.173 0.403
O 0.071669 -1.427962 3.256434 0.097 0.150 -0.132 -0.602
H 3.367082 0.347735 0.646271 0.026 -0.018 -0.008 0.488
H 5.215642 -2.695807 0.940725 0.009 -0.009 -0.007 0.361
H 1.615398 -3.583784 3.318235 -0.023 0.011 0.001 0.456
H -0.222344 -0.525070 3.027327 -0.009 0.013 -0.002 0.333
O 4.570514 -7.419583 -0.965285 0.039 -0.134 -0.153 -0.617
C 4.000125 -6.574710 -1.628239 -0.054 0.300 0.280 0.951
C 3.564535 -5.290058 -1.102800 0.084 -0.102 0.088 -0.801
C 2.929146 -4.429077 -1.907905 0.078 0.050 0.317 0.258
O 2.501220 -3.234624 -1.504864 -0.025 -0.064 -0.122 -0.444
C 2.643427 -4.746448 -3.349825 0.057 -0.292 -0.300 0.896
O 2.044965 -3.912547 -4.004204 -0.013 0.152 0.147 -0.638
C 3.097522 -6.019939 -3.879923 -0.087 0.137 -0.072 -1.015
C 3.736402 -6.882010 -3.077917 -0.052 -0.081 -0.312 0.279
O 4.181319 -8.062871 -3.491781 0.022 0.069 0.204 -0.562
H 3.772256 -5.073978 -0.062963 -0.028 -0.001 0.003 0.559
H 2.077808 -2.826194 -2.285303 -0.010 0.008 -0.015 0.356
H 2.901177 -6.231501 -4.921380 0.005 -0.026 0.005 0.422
H 4.598620 -8.481936 -2.714098 -0.001 -0.011 0.013 0.372
```
Forces are in eV/Å.

Entry 3:
Molecular formula: C21H21BrNO4S
Method: DFT, ωB97M-V/def2-TZVPD

Molecular weight ... 463.4 Da
Spin multiplicity ... 1
E_tot ... -112676.6633 eV
HOMO level ... -3.05 eV
Total charge ... -1

Structure (XYZ):
```
49
Properties=species:S:1:pos:R:3:forces:R:3:mulliken_charge:R:1
Br -3.664295 -7.195680 3.615096 -0.079 -0.120 0.117 -0.268
C -2.724618 -6.228314 2.279686 0.569 0.673 -0.821 0.042
C -3.412254 -5.747508 1.147680 0.511 -0.186 0.358 -0.313
C -2.735881 -4.999377 0.189399 0.478 -0.238 0.812 -0.537
C -1.363684 -4.638892 0.373447 -0.877 -1.200 1.092 0.116
S -0.625743 -3.546501 -0.643795 0.857 1.297 -1.428 -0.485
C -0.666608 -5.222461 1.478461 -0.914 -0.057 -0.163 -0.533
C -1.345325 -5.981059 2.427696 -0.567 -0.037 -0.288 -0.251
H -4.470529 -5.957919 1.029832 0.078 -0.040 0.021 0.335
H -3.245442 -4.642338 -0.701658 0.053 0.027 0.209 0.333
H 0.399048 -5.028862 1.571789 -0.205 0.039 0.049 0.354
H -0.818829 -6.378185 3.290044 -0.052 0.006 -0.066 0.343
C -2.831806 4.053696 -4.005942 0.158 -0.207 0.374 -1.028
N -2.600184 3.814779 -2.596103 -0.713 0.573 -0.360 0.295
C -3.185305 4.820229 -1.732759 0.230 -0.369 -0.083 -1.017
C -1.744965 2.809481 -2.127828 0.848 -1.061 0.500 -0.130
C -0.348209 3.029620 -2.032898 -0.685 -0.026 0.001 -0.116
C 0.484709 2.064154 -1.501280 0.095 -0.798 0.169 -0.637
C -0.016264 0.799194 -1.092896 -1.060 1.062 -0.771 0.588
C 0.818454 -0.215824 -0.474600 0.941 0.362 0.426 -0.467
C 1.793828 0.060551 0.437806 -0.436 0.060 0.424 0.567
C 2.606720 -1.063368 0.963897 -0.252 -1.775 -0.496 -0.100
O 2.482400 -2.213487 0.602470 0.437 1.485 0.515 -0.579
O 3.499296 -0.768868 1.968110 0.234 0.793 -0.248 -0.364
C 3.958249 0.596786 2.036561 -0.442 -0.249 0.547 1.512
C 4.723879 0.743728 3.355791 -0.306 -0.116 -0.262 -1.675
C 4.825795 0.956091 0.841699 0.084 0.006 -0.016 -1.415
O 2.819777 1.479344 2.137593 0.242 -0.369 -0.368 -0.367
C 1.792235 1.315690 1.245307 -0.601 0.760 -0.153 0.538
O 0.914574 2.150921 1.226155 0.928 -0.618 0.304 -0.604
C -1.395924 0.549637 -1.294399 0.803 -0.446 0.493 -0.894
C -2.250327 1.542553 -1.742759 0.203 0.948 -0.386 -0.132
H -2.327483 3.292245 -4.611080 -0.134 0.178 0.128 0.293
H -3.912305 4.025309 -4.214256 0.128 -0.009 -0.149 0.306
H -2.462174 5.050840 -4.293388 -0.002 -0.096 -0.133 0.315
H -2.930163 4.622521 -0.685569 -0.075 0.050 -0.251 0.285
H -2.823935 5.823078 -2.011838 -0.040 -0.014 0.160 0.318
H -4.280044 4.817328 -1.847195 0.082 0.087 0.151 0.318
H 0.055672 3.995472 -2.348552 -0.140 -0.302 0.098 0.371
H 1.552521 2.271997 -1.393760 -0.341 -0.080 -0.040 0.344
H 0.679569 -1.259880 -0.740141 -0.030 -0.141 -0.052 0.313
H 4.065276 0.498295 4.194515 0.095 0.026 -0.195 0.389
H 5.582015 0.065572 3.361248 -0.148 0.090 -0.035 0.395
H 5.074699 1.774362 3.465885 -0.082 -0.162 -0.059 0.383
H 4.273225 0.860687 -0.100251 0.152 0.019 0.174 0.307
H 5.178169 1.988435 0.958725 -0.128 -0.216 -0.093 0.374
H 5.696860 0.289155 0.826468 -0.237 0.124 -0.080 0.356
H -1.768424 -0.442248 -1.022714 0.012 0.263 -0.080 0.412
H -3.326248 1.369020 -1.809696 0.329 0.004 -0.045 0.415
```
Forces are in eV/Å.

Question: What is the HOMO level in the first record?
Answer: -6.85 eV

Question: Which formula does entry 2 have?
Answer: C21H21BrN2O11